C34H70FNO7P2S | wB97M-V/def2-TZVPD

Cartesian coordinates (Å):
F  2.26  0.01  -2.78
C  -2.14  4.73  -1.16
H  5.33  3.92  4.11
H  1.82  -5.35  1.05
H  3.33  4.07  2.66
H  -1.45  2.38  -4.50
H  3.15  -7.63  4.42
C  5.45  -6.21  5.11
S  0.06  -5.72  -2.08
C  1.88  -2.51  -2.10
H  6.61  -2.97  -4.30
N  5.02  -5.38  -1.78
C  0.65  -5.95  -3.84
C  0.01  -3.95  -1.47
O  -1.42  -6.27  -2.02
C  4.38  3.51  4.45
H  -8.04  2.94  -1.31
P  -0.73  -1.09  -3.80
H  0.02  -5.18  -4.50
O  -2.05  -1.99  -4.01
C  -5.93  2.54  -1.24
C  3.72  -6.75  2.54
H  3.09  0.02  0.22
H  3.52  -5.67  5.87
C  3.43  -0.79  -0.58
H  3.04  -7.42  1.99
H  0.47  -7.04  -4.22
H  -5.97  1.84  -0.40
H  -3.79  7.57  -2.34
H  5.45  -7.22  5.54
C  0.64  2.47  1.59
H  -9.95  4.04  0.41
C  1.85  3.72  4.21
H  -0.40  5.69  -1.99
H  6.01  -6.22  4.18
C  1.64  1.78  2.51
C  2.13  -0.93  -1.62
H  -2.50  3.71  -1.00
C  5.76  -3.32  -3.57
C  4.02  -5.72  4.90
C  -7.29  3.68  1.36
H  6.94  -5.28  -2.94
H  -1.06  -0.70  -1.53
H  4.39  2.43  4.25
C  3.78  -4.56  -1.70
H  0.34  0.24  -5.31
H  2.22  1.63  4.57
H  -5.94  1.95  -2.16
H  -1.62  4.80  -3.98
H  -0.12  4.07  -1.41
H  -0.39  2.30  1.94
H  -1.92  5.13  -0.16
H  2.95  -5.03  -0.98
H  3.30  5.28  3.92
H  -2.09  7.19  -2.60
H  1.08  4.34  3.72
H  1.45  0.70  2.47
H  4.32  3.66  5.53
O  -0.59  -0.11  -5.26
C  3.37  -3.17  -2.39
H  -6.21  4.99  0.05
C  -0.84  4.69  -1.96
O  1.14  -3.14  -1.00
C  1.55  2.24  3.96
H  1.79  -5.65  -4.01
C  -1.43  2.72  -3.46
C  -7.14  4.40  0.02
C  3.20  -6.62  3.98
O  -0.94  -0.14  -2.36
H  -4.16  5.46  -1.15
O  0.89  -6.65  -1.13
C  4.40  -2.44  -3.42
H  4.57  -4.78  2.27
H  -2.43  2.60  -3.05
C  5.92  -4.69  -2.75
H  3.59  -1.78  0.01
H  2.09  -4.41  2.53
H  1.18  -0.68  -0.93
H  1.75  3.92  5.29
O  -1.22  -3.36  -1.43
H  0.03  4.23  -3.86
H  -10.69  2.89  1.54
H  0.54  2.03  4.34
C  -2.94  7.03  -1.93
H  -8.52  2.00  0.74
C  -0.95  4.16  -3.39
H  -8.50  2.30  2.47
H  5.97  -5.55  5.81
H  -0.75  2.06  -2.91
P  0.97  -2.46  -3.78
H  2.65  1.93  2.12
H  -4.98  3.08  -1.19
H  -7.95  5.13  -0.10
C  -7.11  3.50  -1.22
H  4.04  -4.69  4.51
H  4.39  -0.36  -1.11
C  3.22  4.20  3.74
H  4.69  -7.26  2.55
C  -8.53  2.79  1.49
H  4.22  -1.44  -3.99
C  -9.84  3.57  1.39
H  2.69  -3.81  0.98
H  0.82  3.55  1.54
H  -7.05  4.14  -2.11
H  -9.89  4.35  2.16
H  -3.55  5.14  -2.76
H  2.17  -6.26  3.96
H  -6.40  3.06  1.54
H  4.28  -5.66  0.79
H  1.94  -1.87  -4.71
H  -7.30  4.43  2.16
H  -2.69  7.47  -0.95
C  2.53  -4.71  1.58
C  3.86  -5.44  1.77
H  0.72  2.07  0.58
C  -3.27  5.55  -1.78

Properties
SMILES string = C[C@@H](F)[C@@](OC(=O)S(C)(=O)=O)(PP(=O)(O)O)c1cccnc1.CCCCCC.CCCCCC.CCCCCC.CCCCCC
frontier orbital gap = 7.78 eV
LUMO energy = -1.888 eV
charge = 0

Löwdin atomic charge list, values in e, 99 entries: F -0.1267; C -0.2259; H 0.0705; H 0.0640; H 0.0983; H 0.0663; H 0.1099; C -0.1178; S 0.8029; C -0.5439; H 0.0977; N 0.0329; C -0.1866; C -0.3271; O -0.3654; C -0.1170; H 0.0994; P 0.5465; H 0.0758; O -0.4093; C -0.1052; C -0.2178; H 0.0828; H 0.1045; C -0.0350; H 0.1140; H 0.1071; H 0.0695; H 0.0709; H 0.0759; C -0.1128; H 0.0656; C -0.2282; H 0.1012; H 0.0656; C -0.2829; C -0.2287; H 0.0933; C -0.0418; C -0.2764; C -0.2285; H 0.1128; H 0.0842; H 0.0651; C -0.0548; H 0.0717; H 0.1018; H 0.0752; H 0.0998; H 0.0994; H 0.0805; H 0.1097; H 0.0936; H 0.1055; H 0.0665; H 0.1013; H 0.1015; H 0.0763; O -0.2345; C -0.1199; H 0.0949; C -0.2237; O -0.1001; C -0.2262; H 0.0874; C -0.1163; C -0.2276; C -0.2276; O -0.2583; H 0.0851; O -0.3901; C 0.0017; H 0.1031; H 0.0723; C -0.1119; H 0.0896; H 0.0754; H 0.1477; H 0.1105; O 0.0244; H 0.1040; H 0.0704; H 0.1109; C -0.1113; H 0.0995; C -0.2641; H 0.1047; H 0.0689; H 0.0486; P 0.9361; H 0.0924; H 0.0537; H 0.1019; C -0.2677; H 0.0974; H 0.0973; C -0.2754; H 0.1028; C -0.2751


C6H11N3 | wB97M-V/def2-TZVPD

Cartesian coordinates (Å):
C  -0.93  -1.17  1.31
H  2.66  0.65  -1.32
H  -1.91  1.17  -0.26
H  -0.50  0.69  3.11
N  0.68  0.44  0.12
C  2.03  -0.14  -1.72
H  -2.24  1.44  1.48
C  -0.36  0.43  1.07
C  -1.48  1.42  0.70
N  -1.04  -2.11  1.95
N  0.17  0.77  2.36
H  0.10  -1.80  -2.26
H  -1.09  -0.47  -2.06
H  1.86  0.03  -2.78
H  0.97  0.17  2.56
C  -0.32  -1.06  -1.57
H  -1.04  2.42  0.64
H  -0.84  -1.61  -0.72
H  2.54  -1.09  -1.61
C  0.73  -0.18  -0.99

Properties
SMILES string = CC(C)=N[C@](C)(N)C#N
frontier orbital gap = 10.71 eV
LUMO energy = 0.846 eV
energy relative to the best compared isomer or geometry (same formula, charge and spin) = 1.346 eV
charge = 0

Formally, the natural (NBO) partial charges of the atoms, in units of the elementary charge, are as follows: C 0.1562; H 0.2366; H 0.2141; H 0.3720; N -0.4687; C -0.6536; H 0.2206; C 0.2790; C -0.6186; N -0.3765; N -0.7984; H 0.2315; H 0.2400; H 0.2155; H 0.3770; C -0.7142; H 0.2384; H 0.2517; H 0.2301; C 0.3673


C4H12N2S | wB97M-V/def2-TZVPD

Cartesian coordinates (Å):
H  -1.65  1.29  0.11
C  -1.13  -0.38  1.35
C  -0.75  0.74  0.40
S  -2.34  -1.58  0.70
H  -0.47  1.13  -1.63
H  -0.03  1.38  0.90
H  1.56  2.15  -0.46
H  -1.70  -2.72  1.01
C  -0.21  0.29  -0.96
H  1.58  -0.58  -1.52
N  3.37  1.22  -0.45
H  -1.62  0.04  2.25
H  3.32  0.52  0.28
C  2.01  1.33  -0.99
N  1.26  0.08  -0.82
H  2.07  1.61  -2.05
H  -0.22  -0.83  1.77
H  4.01  0.84  -1.13
H  -0.75  -0.58  -1.34

Properties
SMILES string = NCNCCCS
frontier orbital gap = 9.91 eV
LUMO energy = 0.926 eV
energy relative to the best compared isomer or geometry (same formula, charge and spin) = 0.495 eV
charge = 0

Formally, the natural (NBO) partial charges of the atoms, in units of the elementary charge, are as follows: H 0.1972; C -0.5242; C -0.4126; S -0.0626; H 0.1688; H 0.2162; H 0.1756; H 0.1316; C -0.2346; H 0.3568; N -0.8337; H 0.2155; H 0.3586; C -0.0551; N -0.6518; H 0.1575; H 0.2295; H 0.3490; H 0.2185


C23H40N3O11 | wB97M-V/def2-TZVPD

Cartesian coordinates (Å):
H  -1.53  -1.02  -1.40
H  -5.03  -6.95  -2.59
H  4.31  4.22  8.54
O  -0.77  2.80  -8.02
N  0.91  1.66  3.70
C  1.08  0.22  -6.24
H  -2.81  -2.76  0.14
C  -1.34  -2.08  -1.28
H  2.07  0.26  -5.79
H  3.31  3.02  2.00
H  0.56  -2.12  1.13
H  -5.48  -4.25  -3.95
H  2.87  -0.84  3.13
H  -6.07  -5.80  -0.73
H  3.24  1.47  4.73
C  -1.49  -1.43  1.20
H  -1.09  0.79  -7.71
N  3.14  1.22  3.75
O  1.02  -1.30  -1.52
C  -1.75  -2.51  0.14
H  0.20  -2.88  -2.62
H  -2.21  -1.54  2.02
H  1.72  3.70  2.13
C  0.80  -0.29  -2.37
C  -3.06  -5.38  -1.49
H  -6.80  -5.39  -3.61
H  1.49  1.69  -2.75
C  0.95  0.17  3.47
N  2.39  3.00  2.41
O  1.33  2.14  -7.72
H  -1.22  -3.43  0.41
H  0.03  0.65  1.58
H  -5.50  -5.85  -4.71
O  -4.05  -5.35  -0.58
H  0.26  -0.35  4.14
C  2.85  4.42  6.98
C  -0.06  -1.51  1.79
H  2.49  3.39  7.15
H  2.65  0.65  -1.87
H  3.30  5.64  5.23
C  0.65  -0.15  2.00
H  -1.97  -2.60  -2.00
H  0.08  2.16  3.39
O  -0.07  6.19  6.97
H  0.73  2.29  -5.77
C  -4.96  -5.86  -2.63
H  1.59  -0.16  1.44
H  2.53  -0.47  4.85
C  1.60  0.92  -1.99
O  1.30  5.21  5.47
H  -5.58  -4.20  -1.36
C  2.66  4.80  5.52
H  1.15  -0.40  -7.13
O  1.91  5.30  7.61
C  -0.82  1.68  -7.14
H  2.81  3.98  4.82
H  -0.11  -2.03  2.75
H  -1.57  1.86  -6.36
H  0.39  -0.23  -5.53
C  0.60  1.60  -6.61
C  0.94  5.63  6.72
C  2.11  2.05  3.27
C  0.51  2.94  -8.45
O  -3.56  -5.53  -2.73
C  -5.30  -5.26  -1.28
C  -5.73  -5.30  -3.80
H  -1.63  -0.45  0.75
H  4.50  5.66  7.54
H  4.97  4.07  6.91
H  1.24  1.28  -1.02
H  0.51  -3.15  -0.92
O  0.06  -0.36  -3.30
C  0.11  -2.43  -1.63
O  -1.90  -5.28  -1.23
O  0.86  3.66  -9.32
C  4.24  4.60  7.53
C  2.44  -0.13  3.83

Properties
frontier orbital gap = 8.29 eV
LUMO energy = -3.761 eV
energy relative to the best compared isomer or geometry (same formula, charge and spin) = 0.376 eV
charge = +1

Formally, the Löwdin partial charges of the atoms, in units of the elementary charge, are as follows: H 0.1107; H 0.1600; H 0.0926; O 0.0621; N 0.1595; C -0.0253; H 0.1069; C -0.1537; H 0.0871; H 0.1536; H 0.1015; H 0.0931; H 0.1265; H 0.1398; H 0.1324; C -0.1797; H 0.1399; N 0.0884; O -0.0140; C -0.2002; H 0.1319; H 0.1112; H 0.1531; C -0.5598; C -0.5720; H 0.0941; H 0.0864; C -0.2314; N 0.2786; O 0.0816; H 0.1063; H 0.1113; H 0.0895; O 0.0598; H 0.1506; C -0.3304; C -0.1660; H 0.1548; H 0.0937; H 0.1459; C -0.1538; H 0.1124; H 0.1640; O 0.1964; H 0.1522; C -0.3172; H 0.1164; H 0.1267; C 0.0299; O 0.0437; H 0.1381; C -0.1128; H 0.0959; O 0.0953; C -0.0930; H 0.0921; H 0.1151; H 0.1364; H 0.0631; C -0.3283; C -0.5485; C -0.4207; C -0.5633; O 0.0891; C -0.0841; C -0.0189; H 0.1010; H 0.0991; H 0.0908; H 0.0723; H 0.1218; O 0.1075; C -0.1334; O 0.1523; O 0.1736; C -0.0137; C -0.0675


C10H13N3S | wB97M-V/def2-TZVPD

Cartesian coordinates (Å):
H  -0.08  -0.61  -6.05
H  0.14  2.45  4.20
N  0.80  -1.41  0.10
C  -0.12  0.11  1.80
C  -1.41  -0.33  2.02
C  -2.18  0.37  2.99
S  -0.18  -1.46  -1.31
H  -1.79  -1.19  1.48
C  2.05  0.35  1.12
H  1.91  1.13  -4.68
H  0.29  -0.66  -4.25
C  0.44  -0.24  -5.18
H  -3.25  0.31  3.00
H  -2.27  2.04  4.23
C  0.42  1.12  2.59
N  -1.41  -2.59  -0.87
H  2.88  0.35  0.49
H  1.36  1.13  -6.51
C  1.29  0.72  -5.46
N  1.74  1.26  2.20
H  -1.25  -3.51  -1.31
C  -1.57  1.38  3.72
H  1.65  -1.81  -0.14
C  -0.32  1.79  3.52
H  -2.34  -2.31  -1.26
H  2.26  1.97  2.63
C  0.92  -0.35  0.92

Properties
SMILES string = NSNc1c[nH]c2ccccc12.C=C
frontier orbital gap = 8.28 eV
LUMO energy = 0.691 eV
energy relative to the best compared isomer or geometry (same formula, charge and spin) = 3.088 eV
charge = 0

Formally, the natural (NBO) partial charges of the atoms, in units of the elementary charge, are as follows: H 0.1860; H 0.2075; N -0.7439; C -0.1303; C -0.1665; C -0.2471; S 0.5051; H 0.2272; C -0.0853; H 0.1884; H 0.1936; C -0.3847; H 0.2102; H 0.2063; C 0.1709; N -0.9873; H 0.2143; H 0.1962; C -0.3827; N -0.5386; H 0.3675; C -0.2033; H 0.3805; C -0.2558; H 0.3779; H 0.4011; C 0.0927